Record 1
80
Properties=species:S:1:pos:R:3:mulliken_charge:R:1 method="wB97M-V/def2-TZVPD" homo_energy_ev=-4.92 multiplicity=1 charge=-1 lumo_ev=1.41 gap_ev=6.3366 mol_weight_g_mol=961.9 e_above_lowest_kcal_mol=41.9
Ba -0.895 0.922 0.534 2.133
C -0.297 0.069 -4.617 -0.480
C -0.990 -0.378 -3.500 -0.293
N -0.366 -0.707 -2.379 0.185
C 0.968 -0.599 -2.372 0.237
C 1.650 -0.165 -3.500 -0.678
N 1.028 0.167 -4.629 -0.613
C 1.681 -0.893 -1.080 -0.275
C 3.005 -1.267 -1.048 -0.810
C 3.624 -1.435 0.197 1.016
C 2.898 -1.205 1.338 -0.464
C 1.541 -0.856 1.242 1.164
N 0.953 -0.740 0.034 0.304
C 0.717 -0.600 2.456 -1.028
C 1.293 -0.055 3.689 0.168
N 0.714 -0.634 4.853 -0.844
C -0.566 -0.844 4.752 -0.615
C -1.297 -0.785 3.543 -0.475
N -0.612 -0.802 2.405 -0.133
C 5.053 -1.844 0.275 0.479
C 5.949 -1.545 -0.741 -0.567
C 7.273 -1.937 -0.619 -0.395
N 7.760 -2.597 0.432 -0.660
C 6.892 -2.881 1.402 -0.405
C 5.551 -2.535 1.370 -0.393
H -0.830 0.375 -5.509 0.385
H -2.071 -0.449 -3.505 0.500
H 2.728 -0.061 -3.488 0.478
H 3.534 -1.475 -1.967 0.804
H 3.364 -1.281 2.311 0.326
H 2.372 -0.132 3.740 0.378
H -1.080 -1.204 5.642 0.405
H -2.358 -0.995 3.504 0.293
H 5.635 -0.988 -1.614 0.462
H 7.977 -1.701 -1.409 0.370
H 7.285 -3.420 2.257 0.366
H 4.901 -2.826 2.186 0.439
O 1.652 3.716 3.074 -0.718
S 1.215 2.447 2.571 1.071
O 1.045 1.501 3.819 -0.454
O -0.157 2.489 1.958 -0.685
O 2.141 1.771 1.639 -0.646
O -0.535 4.087 -4.635 -0.603
C 0.664 4.233 -4.091 0.322
O 1.547 4.889 -4.593 -0.672
C 0.863 3.511 -2.818 0.576
C 2.057 3.463 -2.124 -0.666
N 1.859 2.671 -1.057 -0.082
N 0.599 2.220 -1.014 0.246
C -0.024 2.730 -2.072 -0.268
C -1.506 2.393 -2.283 0.374
O -2.003 2.741 -3.372 -0.829
O -2.062 1.779 -1.337 -0.715
H -1.091 3.478 -4.079 0.439
H 2.998 3.935 -2.341 0.550
H 2.432 2.471 -0.240 0.023
Br -3.987 -5.008 -3.996 -0.213
C -3.834 -3.673 -2.659 0.088
C -2.649 -3.553 -1.948 -0.673
C -2.538 -2.567 -0.982 0.066
C -3.613 -1.731 -0.717 -0.370
C -4.786 -1.848 -1.443 -0.068
C -4.901 -2.824 -2.425 -0.688
N -3.435 -0.736 0.280 0.374
C -4.352 -0.539 1.132 -0.681
C -4.249 0.526 2.199 0.256
C -5.210 0.595 3.188 -0.880
C -5.056 1.538 4.202 -0.349
C -3.956 2.374 4.179 -0.865
C -3.046 2.245 3.135 -0.434
N -3.190 1.338 2.170 0.486
H -1.817 -4.209 -2.159 0.459
H -1.615 -2.432 -0.429 0.223
H -5.593 -1.147 -1.274 0.530
H -5.808 -2.914 -3.007 0.413
H -5.255 -1.160 1.158 0.477
H -6.054 -0.083 3.173 0.441
H -5.784 1.606 5.000 0.415
H -3.789 3.114 4.949 0.452
H -2.159 2.866 3.083 0.513

---

Record 2
40
Properties=species:S:1:pos:R:3:lowdin_spin:R:1 method="wB97M-V/def2-TZVPD" homo_energy_ev="-7.32 / -7.40" multiplicity=2 lumo_ev="0.52 / -0.10" gap_ev="7.8317 / 7.2914" mol_weight_g_mol=286.1 s_squared=0.81 e_above_lowest_kcal_mol=5.5
C -1.986 3.057 -2.042 0.023
C -2.853 2.066 -1.511 0.005
C -2.225 0.766 -1.604 -0.005
C -0.981 0.960 -2.300 -0.021
C -0.848 2.376 -2.571 0.004
V -0.965 2.034 -0.409 0.905
N 0.790 2.067 -0.666 -0.100
C -2.116 2.767 1.321 0.098
C -2.606 1.468 1.143 0.113
H -2.620 -0.172 -1.203 0.000
H -3.828 2.266 -1.045 0.000
H -0.291 0.161 -2.576 0.000
H 0.007 2.849 -3.100 0.000
H -2.178 4.128 -2.080 0.006
H -3.671 1.320 0.879 0.003
H -1.289 2.952 2.014 0.008
H 1.777 2.137 -0.890 -0.002
H -2.205 0.606 1.665 0.007
H -2.647 3.693 1.045 0.015
C 2.644 -1.969 -0.779 0.000
C 1.282 -1.764 -0.178 -0.001
C 0.436 -2.992 -0.461 0.000
O 0.693 -0.644 -0.853 -0.007
B 0.011 0.115 0.101 -0.040
O 0.141 -0.412 1.402 -0.007
C 1.240 -1.334 1.336 -0.003
C 0.962 -2.431 2.329 0.000
C 2.488 -0.603 1.808 0.000
H 3.124 -2.826 -0.304 0.000
H 3.292 -1.097 -0.662 0.000
H 2.560 -2.200 -1.846 0.000
H 0.379 -3.171 -1.543 0.000
H 0.916 -3.875 -0.027 0.000
H -0.580 -2.904 -0.056 0.000
H 1.801 -3.134 2.386 0.000
H 0.853 -1.993 3.325 0.000
H 0.054 -2.990 2.089 0.000
H 2.795 0.213 1.145 0.000
H 2.314 -0.196 2.810 0.000
H 3.328 -1.294 1.909 0.000

---

Record 3
16
Properties=species:S:1:pos:R:3:mulliken_charge:R:1 method="wB97M-V/def2-TZVPD" homo_energy_ev=-9.55 multiplicity=1 lumo_ev=0.50 gap_ev=10.0497 mol_weight_g_mol=111.1 smiles="NCC(=O)O.O.O" e_above_lowest_kcal_mol=12.4
O 0.659 -0.881 1.115 -0.598
C 0.074 -0.925 0.062 0.648
O -0.889 -0.052 -0.250 -0.394
C 0.345 -1.959 -0.990 -0.354
N 1.755 -2.099 -1.281 -0.608
H -0.937 0.525 0.536 0.298
H -0.277 -2.820 -0.748 0.258
H -0.174 -1.616 -1.903 0.254
H 2.277 -1.895 -0.424 0.270
H 2.019 -3.061 -1.470 0.232
H -0.286 3.461 -0.121 0.294
H 0.996 2.793 -0.575 0.300
O 0.045 2.643 -0.514 -0.584
H -1.209 1.865 2.618 0.324
H -2.659 1.947 2.104 0.306
O -1.739 2.075 1.839 -0.645

---

Record 4
20
Properties=species:S:1:pos:R:3:mulliken_charge:R:1 method="wB97M-V/def2-TZVPD" homo_energy_ev=-8.64 multiplicity=1 lumo_ev=-0.06 gap_ev=8.5811 mol_weight_g_mol=142.1 e_above_lowest_kcal_mol=30.9
C 0.897 2.789 -0.834 -0.517
C 0.847 1.629 -0.069 -0.344
C -0.647 1.619 -1.707 -0.286
C -0.916 -2.031 1.778 -1.368
C -0.499 -0.643 1.242 -0.377
C -0.483 -0.436 -0.226 0.265
N -0.111 2.834 -1.709 -0.589
N -0.130 0.864 -0.632 0.117
P -0.932 -1.580 -1.358 -0.091
H 1.485 3.633 -0.843 0.503
H 1.476 1.320 0.649 0.443
H -1.494 1.378 -2.249 0.435
H -0.766 -2.017 2.892 0.365
H -0.338 -2.984 1.449 0.298
H -1.933 -2.216 1.481 0.389
H -1.041 0.160 1.596 0.491
H 0.442 -0.369 1.763 0.281
H 2.190 -1.846 -0.555 -0.018
H 2.632 -1.290 -0.209 0.019
H -0.678 -0.814 -2.459 -0.015